No. 1
Entry from the OMol25 dataset: a single C4H6O2 molecule (ωB97M-V with the def2-TZVPD basis set).

Calculated values
SMILES string: CC(=O)CC=O
Frontier orbital gap (Eh): 0.38247
LUMO energy (eV): 0.42
E (eV): -8339.68430

Geometry as XYZ:
```
12
Properties=species:S:1:pos:R:3:forces:R:3:nbo_charge:R:1
C -0.841 1.042 -0.830 0.0 0.0 0.0 -0.7328
C -0.661 0.398 0.525 -0.4 0.0 0.4 0.6026
O -1.547 0.343 1.353 0.6 0.0 -0.6 -0.5224
C 0.718 -0.206 0.807 0.0 0.0 0.0 -0.6189
C 0.876 -1.450 -0.042 0.0 0.0 0.0 0.4437
O 1.550 -1.494 -1.036 -0.1 0.0 0.1 -0.5058
H -0.153 0.624 -1.572 -0.1 0.1 0.1 0.2338
H -0.630 2.114 -0.735 0.0 -0.2 0.0 0.2467
H -1.875 0.927 -1.161 0.1 0.0 0.1 0.2437
H 1.514 0.497 0.535 -0.2 -0.1 0.0 0.2432
H 0.766 -0.465 1.868 0.0 0.0 -0.1 0.2477
H 0.283 -2.330 0.288 0.1 0.1 0.0 0.1184
```
Positions in Å, forces in eV/Å.

=====

No. 2
Entry from the OMol25 dataset: a single C4H6O2 molecule in a non-equilibrium geometry (ωB97M-V with the def2-TZVPD basis set).

Calculated values
SMILES string: CC(=O)CC=O
Frontier orbital gap (Eh): 0.36669
LUMO energy (eV): 0.52
E (eV): -8337.95801

Geometry as XYZ:
```
12
Properties=species:S:1:pos:R:3:forces:R:3:nbo_charge:R:1
C 0.047 -0.380 -1.957 0.7 1.0 0.4 -0.6580
C -0.463 -0.014 -0.464 -1.0 -2.4 -0.6 0.5524
O -1.332 -0.844 -0.328 -1.5 -0.3 1.5 -0.5546
C -0.233 0.694 0.991 0.3 0.0 -0.7 -0.5747
C 0.878 -0.033 1.735 0.3 0.1 -0.2 0.4334
O 1.872 0.499 2.164 -0.5 -0.2 -0.2 -0.5012
H 1.085 -0.694 -1.936 0.4 0.4 -0.2 0.2203
H -0.134 0.426 -2.662 0.4 0.3 0.0 0.2221
H -0.530 -1.262 -2.341 0.3 1.0 1.0 0.2451
H -0.093 1.773 1.127 0.2 -0.2 -0.7 0.2402
H -1.174 0.402 1.499 0.4 0.2 -0.5 0.2593
H 0.708 -1.123 1.864 0.0 0.1 0.0 0.1156
```
Positions in Å, forces in eV/Å.

=====

No. 3
Entry from the OMol25 dataset: a single C4H6O2 molecule (ωB97M-V with the def2-TZVPD basis set).

Calculated values
SMILES string: O=CCCC=O
Frontier orbital gap (Eh): 0.39143
LUMO energy (eV): 0.81
E (eV): -8339.12701

Geometry as XYZ:
```
12
Properties=species:S:1:pos:R:3:forces:R:3:nbo_charge:R:1
O -1.849 -1.272 0.479 0.5 0.0 -0.4 -0.5095
C -1.012 -1.008 -0.349 0.0 -0.2 0.1 0.4315
O -1.105 1.849 -0.306 0.4 0.1 0.3 -0.5142
C -0.302 1.334 0.432 -0.2 0.2 -0.1 0.4316
C 0.927 0.611 -0.051 -0.1 0.0 -0.1 -0.5006
C 0.480 -0.881 -0.038 0.0 -0.2 0.1 -0.5038
H -1.297 -0.803 -1.402 0.0 -0.1 0.1 0.1219
H -0.513 1.204 1.510 0.0 0.3 0.0 0.1200
H 1.189 0.960 -1.053 -0.1 -0.1 0.1 0.2291
H 1.785 0.770 0.617 -0.3 -0.1 -0.1 0.2306
H 1.042 -1.445 -0.790 0.0 0.0 0.2 0.2341
H 0.654 -1.318 0.951 -0.1 0.0 -0.2 0.2293
```
Positions in Å, forces in eV/Å.

=====

No. 4
Entry from the OMol25 dataset: C4H6O2 as an isolated structure (ωB97M-V with the def2-TZVPD basis set).

Calculated values
Frontier orbital gap (Eh): 0.39361
LUMO energy (eV): 0.89
E (eV): -8338.44833

Geometry as XYZ:
```
12
Properties=species:S:1:pos:R:3:forces:R:3:nbo_charge:R:1
O -1.342 1.808 -1.258 0.0 -0.6 -0.1 -0.5045
C -1.176 0.614 -1.341 0.0 0.4 0.0 0.4274
C -0.037 -0.068 -0.625 0.1 0.3 -0.2 -0.0077
C 0.456 0.533 0.686 0.0 0.1 0.1 -0.4353
C 0.604 -0.940 1.071 0.2 -0.1 0.3 -0.0608
O -0.314 -1.322 0.020 -0.1 -0.1 -0.1 -0.5179
H -1.809 -0.015 -1.998 0.0 0.0 0.1 0.1206
H 0.771 -0.207 -1.364 0.0 0.1 0.0 0.1857
H -0.372 1.007 1.219 0.2 0.0 -0.1 0.2205
H 1.327 1.188 0.671 -0.1 -0.2 0.0 0.2172
H 0.282 -1.267 2.063 0.0 0.0 -0.2 0.1878
H 1.610 -1.331 0.858 -0.2 0.0 0.1 0.1669
```
Positions in Å, forces in eV/Å.

=====

No. 5
Entry from the OMol25 dataset: a single C4H6O2 molecule (ωB97M-V with the def2-TZVPD basis set).

Calculated values
SMILES string: O=CC/C=C/O
Frontier orbital gap (Eh): 0.36099
LUMO energy (eV): 0.73
E (eV): -8338.99243

Geometry as XYZ:
```
12
Properties=species:S:1:pos:R:3:forces:R:3:nbo_charge:R:1
O -0.618 -2.056 1.430 0.0 -0.2 0.1 -0.6754
C -0.101 -1.031 0.703 0.0 0.3 -0.2 0.1332
C 0.851 0.740 -1.243 0.3 0.0 0.1 0.4419
C -0.205 1.251 -0.295 0.1 0.1 0.0 -0.5308
C -0.744 0.123 0.547 0.1 -0.3 0.0 -0.2858
O 2.037 0.913 -1.095 -0.4 0.0 -0.1 -0.5218
H -0.060 -2.833 1.329 -0.1 0.1 0.1 0.4824
H 0.877 -1.218 0.262 -0.1 0.0 0.0 0.1721
H 0.471 0.125 -2.088 0.0 0.1 0.0 0.1084
H 0.225 2.058 0.304 0.0 -0.1 0.0 0.2308
H -1.027 1.673 -0.886 0.1 0.0 0.0 0.2266
H -1.705 0.255 1.034 0.1 0.0 -0.1 0.2183
```
Positions in Å, forces in eV/Å.

=====

No. 6
Entry from the OMol25 dataset: a single C4H6O2 molecule (ωB97M-V with the def2-TZVPD basis set).

Calculated values
SMILES string: O=COC1CC1
Frontier orbital gap (Eh): 0.41699
LUMO energy (eV): 1.05
E (eV): -8338.93064

Geometry as XYZ:
```
12
Properties=species:S:1:pos:R:3:forces:R:3:nbo_charge:R:1
O -0.106 -0.223 -1.461 0.1 0.2 0.0 -0.4977
C -0.788 -0.193 -0.214 -0.2 0.0 0.2 0.0717
C -0.354 -0.819 1.070 0.1 -0.2 0.0 -0.4415
C -0.365 0.687 0.913 0.0 0.2 0.1 -0.4545
C 1.161 0.184 -1.576 0.4 0.0 0.2 0.6571
O 2.025 0.117 -0.741 -0.5 0.1 -0.3 -0.5798
H -1.845 -0.235 -0.453 0.1 0.0 0.1 0.2051
H 0.619 -1.293 1.124 -0.1 0.1 -0.1 0.2416
H -1.132 -1.286 1.671 0.2 0.1 -0.2 0.2176
H -1.129 1.289 1.394 0.1 -0.2 0.0 0.2181
H 0.612 1.151 0.846 -0.2 -0.1 0.0 0.2442
H 1.301 0.621 -2.574 0.1 -0.3 0.0 0.1180
```
Positions in Å, forces in eV/Å.

=====

No. 7
Entry from the OMol25 dataset: a 2-piece molecular cluster, C4H6O2 overall (ωB97M-V with the def2-TZVPD basis set).

Calculated values
SMILES string: O=C=C1COC1.[H][H]
Frontier orbital gap (Eh): 0.34487
LUMO energy (eV): 0.50
E (eV): -8336.76578

Geometry as XYZ:
```
12
Properties=species:S:1:pos:R:3:forces:R:3:nbo_charge:R:1
O 2.773 -0.062 0.918 -0.9 0.1 -0.2 -0.4450
C 1.639 0.106 0.675 0.5 0.0 0.2 0.7179
C 0.378 0.309 0.408 0.3 -0.1 0.1 -0.4265
C -0.945 -0.355 0.721 0.0 -0.4 0.2 -0.0249
O -1.638 0.664 -0.014 -0.1 0.0 -0.1 -0.5232
C -0.419 1.325 -0.380 0.2 0.3 -0.2 -0.0238
H 0.490 -2.309 -1.560 0.0 0.1 0.0 0.0010
H 0.690 -1.623 -1.346 0.0 -0.1 -0.1 -0.0072
H -1.087 -1.346 0.271 0.0 0.1 0.1 0.1835
H -1.243 -0.374 1.775 0.1 0.0 -0.1 0.1838
H -0.385 2.354 -0.003 0.0 -0.1 -0.1 0.1833
H -0.253 1.311 -1.464 -0.1 0.0 0.1 0.1810
```
Positions in Å, forces in eV/Å.

=====

No. 8
Entry from the OMol25 dataset: C4H6O2Rb as an isolated structure in a non-equilibrium geometry (ωB97M-V with the def2-TZVPD basis set).

Calculated values
Frontier orbital gap (alpha / beta) (Eh): 0.06791 / 0.08337
LUMO energy (alpha / beta) (eV): -2.27 / -2.26
E (eV): -8989.17117
Spin multiplicity: 2

Geometry as XYZ:
```
13
Properties=species:S:1:pos:R:3:forces:R:3:nbo_charge:R:1
O 1.124 -0.138 0.990 0.2 -0.2 -0.1 -0.7690
C 2.102 -0.824 0.745 -0.9 -0.2 -0.1 0.2653
C -2.251 0.143 -0.065 -1.5 -0.1 -0.4 -0.3537
C -3.576 -0.033 -0.274 0.9 0.1 0.2 -0.4913
H -1.949 0.811 0.749 0.5 -0.4 -0.5 0.2246
H -1.556 -0.424 -0.694 0.2 0.5 0.6 0.2329
H -3.928 -0.759 -1.013 0.0 0.3 0.2 0.1968
H -4.309 0.446 0.383 0.1 -0.2 -0.3 0.1936
Rb -3.212 2.785 -2.510 0.2 -0.3 0.3 0.9876
O 3.310 0.041 0.767 0.8 0.5 -0.1 -0.6130
C 4.450 -0.522 0.326 -0.2 -0.1 0.1 -0.1518
H 5.355 0.068 0.474 -0.2 -0.3 0.0 0.1345
H 4.440 -1.596 0.122 0.1 0.4 0.1 0.1435
```
Positions in Å, forces in eV/Å.

=====

No. 9
Entry from the OMol25 dataset: a single C4H6O2S molecule in a non-equilibrium geometry (ωB97M-V with the def2-TZVPD basis set).

Calculated values
SMILES string: C[C@H]1SCOC1=O
Frontier orbital gap (Eh): 0.36741
LUMO energy (eV): 0.68
E (eV): -19174.62899

Geometry as XYZ:
```
13
Properties=species:S:1:pos:R:3:forces:R:3:nbo_charge:R:1
C 0.993 -0.557 -0.103 0.1 -1.4 -2.1 0.7924
C 0.830 1.620 0.713 0.2 -0.8 -0.3 -0.1988
C -0.341 -0.142 -0.839 0.5 0.9 4.9 -0.3905
C -1.310 -1.126 -0.180 4.7 -2.0 -1.0 -0.5956
O 1.462 -1.667 -0.270 -0.4 1.7 0.5 -0.5724
O 1.529 0.350 0.716 -0.7 0.8 -0.2 -0.4700
S -0.722 1.551 -0.188 -0.1 -0.8 -0.9 0.1558
H 0.606 1.861 1.711 -0.1 0.2 1.4 0.1998
H 1.431 2.390 0.292 0.9 0.3 -0.4 0.1949
H -0.306 -0.210 -1.852 0.3 0.0 -2.9 0.2273
H -2.240 -0.758 -0.126 -3.7 0.7 -0.3 0.2151
H -0.913 -1.220 0.815 -0.4 -0.3 0.7 0.2074
H -1.019 -2.091 -0.690 -1.4 0.7 0.6 0.2345
```
Positions in Å, forces in eV/Å.

=====

No. 10
Entry from the OMol25 dataset: a 2-piece molecular cluster, C4H6O2S overall in a non-equilibrium geometry (ωB97M-V with the def2-TZVPD basis set).

Calculated values
Frontier orbital gap (Eh): 0.31713
LUMO energy (eV): -0.53
E (eV): -19171.69841

Geometry as XYZ:
```
13
Properties=species:S:1:pos:R:3:forces:R:3:nbo_charge:R:1
C 0.339 1.314 0.768 -0.9 0.4 2.5 -0.4340
C -0.645 1.339 -0.295 1.8 -3.0 0.3 -0.2323
C -0.009 0.179 -0.025 -1.8 1.0 -1.8 0.1062
C 0.038 -1.251 -0.372 -0.1 1.1 -1.6 -0.6755
O -2.871 -1.375 0.565 0.1 1.5 0.1 -0.8669
O -3.329 0.471 -0.954 -0.3 0.4 -0.6 -0.8645
S -2.925 0.071 0.353 -0.4 -1.8 0.6 1.6505
H 0.085 1.493 1.787 -1.0 -0.5 1.2 0.1647
H 1.208 1.806 0.690 3.7 1.5 -1.1 0.1751
H -1.102 2.051 -0.895 -1.1 0.6 -1.0 0.2424
H 0.915 -1.809 -0.192 1.2 -0.2 0.7 0.2334
H -0.111 -1.307 -1.465 -0.4 -0.3 0.5 0.2359
H -0.771 -1.675 0.169 -0.8 -0.9 0.2 0.2649
```
Positions in Å, forces in eV/Å.